(1)
A 3-piece molecular cluster, C22H21BClF16NO3 overall, computed with wB97M-V/def2-TZVPD.

ORCA input file:
```
! RIJCOSX wB97M-V def2-TZVPD def2/J DEFGRID3
* xyz 0 1
F 6.5750 -3.7418 2.1105
C 6.0576 -4.6188 2.9977
F 6.6353 -5.8209 2.7251
C 4.5405 -4.7218 2.9061
F 4.1459 -5.2289 1.7067
F 4.1171 -5.6286 3.8442
C 3.7827 -3.4113 3.1705
O 3.3919 -2.6599 2.0171
C 4.4012 -1.8140 1.4692
F 5.4253 -1.7174 2.3497
F 3.8490 -0.5718 1.4039
C 4.8491 -2.2495 0.0665
F 5.3057 -3.5295 0.0594
F 5.8735 -1.4742 -0.3801
H 6.3735 -4.3252 4.0027
H 2.8329 -3.6923 3.6422
H 4.2820 -2.7832 3.9176
H 4.0261 -2.1815 -0.6494
F -3.9747 2.4704 2.3148
C -5.1532 2.0682 1.7918
F -5.1360 2.4427 0.4831
C -6.3522 2.6779 2.5066
F -6.3922 4.0291 2.3513
F -7.4919 2.2066 1.9062
C -6.4576 2.3416 4.0024
O -5.9379 3.3173 4.9110
C -4.5297 3.2581 5.1298
F -4.0504 2.0972 4.6239
F -4.3672 3.1710 6.4782
C -3.7907 4.4973 4.6042
F -4.0153 4.6916 3.2780
F -2.4454 4.3600 4.7495
H -5.1914 0.9755 1.8183
H -7.5288 2.3009 4.2361
H -6.0910 1.3339 4.2310
H -4.1058 5.3993 5.1348
C -0.1838 2.3495 1.4155
C -0.9910 1.8781 0.3475
C -1.9369 1.5391 -0.9869
B -2.0912 -0.1172 -1.1947
Cl -3.7797 -0.8989 -1.1880
C -0.6981 -1.0208 -1.3695
C -0.3109 -1.2868 -2.9681
C 1.2972 -1.5895 -3.0625
O 1.9352 -1.9325 -1.9087
N 2.1511 -1.5798 -4.3102
C 1.7962 -0.4635 -5.2652
C 1.9256 -0.7955 -6.8930
C 1.6020 0.3245 -8.0541
C 1.1055 1.8320 -7.6061
C 0.9613 2.2389 -5.9999
C 1.3386 1.0605 -4.8744
H 0.3430 2.9490 2.2952
H -1.4026 2.0628 -1.8960
H -2.9880 2.0373 -0.7406
H -0.8716 -2.0855 -0.8945
H 0.1399 -0.4000 -0.7978
H -0.6780 -0.3427 -3.5541
H -0.9106 -2.2073 -3.4104
H 2.1039 -2.5063 -4.8032
H 2.2908 -1.8802 -7.2280
H 1.7255 0.0417 -9.1853
H 0.8273 2.6579 -8.4207
H 0.6130 3.3196 -5.6306
H 1.2334 1.3475 -3.7263
*
```

Computed properties:
**Highest occupied orbital energy**: -8.4589 eV
**Total energy**: -3213.77620 Eh
**SMILES string**: FC(F)C(F)(F)COC(F)(F)C(F)F.FC(F)C(F)(F)COC(F)(F)C(F)F.C#CCB(Cl)CCC(=O)Nc1ccccc1

Atom charges from the Löwdin analysis, given in e for atoms 1 to 4: F 0.086; C -0.293; F 0.089; C -0.430

---

(2)
C22H17N8OSbSe4Sn as an isolated structure, computed with wB97M-V/def2-TZVPD.

ORCA input file:
```
! RIJCOSX wB97M-V def2-TZVPD def2/J DEFGRID3
* xyz -2 1
Sn -1.0464 -0.9910 0.8727
C 1.2587 -0.5696 -3.9124
C 1.5624 -1.4354 -2.6843
C 2.4384 -0.7405 -1.6722
C 3.8176 -0.8856 -1.7375
C 4.6428 -0.2975 -0.7938
C 4.0842 0.4374 0.2358
C 2.7074 0.6125 0.3366
C 2.1608 1.4198 1.4835
C 2.4754 2.9124 1.3415
C 1.8848 0.0378 -0.6432
N 0.4701 0.1403 -0.5941
C -0.1716 1.0127 -1.3061
C -1.5749 1.0131 -1.3737
C -2.4482 1.9026 -2.0117
C -3.7357 1.4675 -1.7111
C -3.5918 0.3306 -0.9065
N -2.2995 0.0455 -0.7199
H 0.7729 -1.1682 -4.6839
H 2.1799 -0.1499 -4.3231
H 0.5964 0.2584 -3.6587
H 2.0613 -2.3493 -3.0108
H 0.6241 -1.7330 -2.2119
H 4.2413 -1.4916 -2.5308
H 5.7164 -0.4338 -0.8460
H 4.7198 0.8847 0.9924
H 2.5866 1.0403 2.4163
H 1.0864 1.3033 1.5539
H 3.5518 3.0911 1.3877
H 1.9992 3.4808 2.1424
H 2.1057 3.2954 0.3892
H 0.3763 1.7753 -1.8621
H -2.1526 2.7602 -2.5971
H -4.6695 1.9039 -2.0265
H -4.3591 -0.2972 -0.4769
N -1.4366 1.4711 1.8250
C -1.5989 2.5470 1.4199
C -1.7737 3.8579 0.9841
C -2.7235 4.6831 1.6183
N -3.5027 5.3583 2.1413
C -1.0111 4.3504 -0.0883
N -0.3883 4.7454 -0.9809
O -0.9290 -1.6418 3.2852
N -2.1521 -1.9059 3.4611
C -2.5154 -2.4250 4.6029
C -3.9012 -2.6979 4.8097
N -5.0051 -2.9276 5.0427
C -1.6312 -2.7102 5.6925
N -0.9134 -2.9297 6.5655
Se -0.8801 -5.4798 -3.5040
Sb -0.9766 -5.6736 -1.0656
Se -1.0838 -3.2850 0.0994
Se -2.7936 -7.1616 -0.3664
Se 1.1453 -6.7581 -0.4000
*
```

Computed properties:
**Highest occupied orbital energy (spin up / spin down)**: -3.2244 / -3.2099 eV
**Total energy**: -11422.12948 Eh

Atom charges from the Löwdin analysis, given in e for atoms 1 to 4: Sn 0.984; C -0.078; C -0.189; C -0.164

---

(3)
One molecule with the formula C3H7NO, computed with wB97M-V/def2-TZVPD.

ORCA input file:
```
! RIJCOSX wB97M-V def2-TZVPD def2/J DEFGRID3
* xyz 0 1
C -1.5488 -0.4791 1.1942
N -0.3757 -0.3054 0.3737
C -0.2672 0.7416 -0.3200
O 0.8022 0.9891 -1.0901
C 1.7994 -0.0262 -1.0247
H -2.2805 0.3413 1.1224
H -2.0454 -1.4155 0.9184
H -1.2371 -0.5757 2.2400
H -0.9923 1.5622 -0.3869
H 2.1322 -0.1615 0.0086
H 1.3937 -0.9795 -1.3762
H 2.6194 0.3086 -1.6595
*
```

Computed properties:
**Relative energy (zero: lowest compared OMol25 entry of this formula, charge and spin)**: 33.38 kcal/mol
**Highest occupied orbital energy**: -9.7153 eV
**Total energy**: -248.47330 Eh
**SMILES string**: C/N=C/OC

Atom charges from the Löwdin analysis, given in e for atoms 1 to 4: C -0.143; N -0.011; C -0.277; O -0.101

---

(4)
One molecule with the formula C5H11BN2, computed with wB97M-V/def2-TZVPD.

ORCA input file:
```
! RIJCOSX wB97M-V def2-TZVPD def2/J DEFGRID3
* xyz 0 1
B 1.2796 0.6403 0.5063
C -1.3003 -1.0989 0.1462
C 0.0343 -1.4739 0.0001
C 1.4537 2.1113 0.2014
C -3.2432 0.3212 0.3215
C 2.4152 -1.0061 -0.4014
N -1.7706 0.0869 0.4758
N 1.1260 -0.6211 0.0714
H -1.9387 -1.8872 -0.1034
H 0.2533 -2.5003 -0.4384
H 0.4680 2.6209 -0.0926
H 2.1731 2.1450 -0.6977
H 1.8723 2.7980 0.9616
H -3.7741 -0.5613 0.6213
H -3.5073 1.1883 0.9100
H -3.5865 0.6519 -0.6697
H 2.7134 -0.5138 -1.3847
H 3.2455 -0.8370 0.3041
H 2.0864 -2.0643 -0.7318
*
```

Computed properties:
**Relative energy (zero: lowest compared OMol25 entry of this formula, charge and spin)**: 86.64 kcal/mol
**Highest occupied orbital energy (spin up / spin down)**: -6.1448 / -6.1420 eV
**Total energy**: -331.33242 Eh

Atom charges from the Löwdin analysis, given in e for atoms 1 to 4: B -0.109; C -0.263; C -0.143; C -0.026

---

Calculated largest force on an atom (eV Å⁻¹), listed in the same order as above: 9.9; 1.7; 0.4; 3.8